# 1
Density functional theory data (ωB97M-V/def2-TZVPD) for a structure of composition C14H10BrF9OSc.

For the lowest unoccupied orbital energy, the calculation gives 2.9 eV. The value obtained for the molar mass is 490.1 g mol⁻¹. The orbital gap comes out at 7.24 eV. Its max |F| is 2.60 eV/Å. As for the total energy: -131932.759 eV.

Structure (ORCA input):
```
! RIJCOSX wB97M-V def2-TZVPD def2/J DEFGRID3
* xyz -1 1
Br 0.787 2.560 -1.405
Sc -0.506 0.714 -0.588
F 1.869 -2.110 2.441
F 2.311 -0.815 4.160
F 3.230 -0.526 0.529
F 0.239 -1.168 3.519
F 2.617 1.652 3.789
F 0.425 1.570 3.793
F 3.972 -0.018 2.525
F 1.443 2.685 2.253
F 3.410 1.550 1.078
O 0.594 0.346 1.102
C 3.068 0.330 1.556
C -2.016 1.877 -2.319
C 1.587 0.285 2.066
C -1.187 -1.892 -1.278
C 0.928 -1.913 -0.393
C -3.213 -0.081 -2.568
C -2.758 1.653 -1.094
C 0.996 -1.121 -1.587
C -2.287 0.799 -3.204
C -0.296 -1.162 -2.168
C -3.526 0.445 -1.292
C -0.396 -2.378 -0.188
C 1.511 1.555 2.995
C 1.498 -0.963 3.073
H 1.910 -0.748 -2.064
H -4.333 0.079 -0.662
H 1.765 -2.141 0.236
H -1.964 0.720 -4.239
H -1.559 2.817 -2.636
H -0.491 -0.892 -3.193
H -2.232 -2.169 -1.482
H -2.988 2.426 -0.351
H -3.665 -0.953 -3.033
H -0.741 -3.014 0.627
*
```

Atom-resolved charges from natural (NBO), all expressed in e: Br -0.4682; Sc 1.5073; F -0.3242; F -0.3226; F -0.3106; F -0.3116; F -0.3294; F -0.3191; F -0.3252; F -0.3079; F -0.3088; O -0.8316; C 0.9568; C -0.3886; C 0.0682; C -0.3473; C -0.2628; C -0.3160; C -0.5264; C -0.3860; C -0.2664; C -0.4365; C -0.2693; C -0.3055; C 0.9547; C 0.9616; H 0.2323; H 0.2075; H 0.2146; H 0.2066; H 0.2412; H 0.2394; H 0.2271; H 0.2341; H 0.2027; H 0.2097

=====

# 2
Density functional theory data (ωB97M-V/def2-TZVPD) for a structure of composition C14H10N2O2RhS4Sb.

For the lowest unoccupied orbital energy, the calculation gives 4.5 eV. The value obtained for the molar mass is 591.2 g mol⁻¹. The orbital gap comes out at 6.14 eV. Its max |F| is 0.17 eV/Å. As for the total energy: -74646.029 eV.

Structure (ORCA input):
```
! RIJCOSX wB97M-V def2-TZVPD def2/J DEFGRID3
* xyz -2 1
Sb -0.740 2.557 -2.932
Rh 0.457 0.202 -0.806
S 0.408 3.505 -4.655
S 0.581 2.468 -0.921
S -0.537 0.159 -2.898
S -2.858 3.298 -2.547
O 0.289 -1.953 -0.893
O 1.578 0.324 0.980
N -0.994 -0.235 0.391
N -1.724 -1.374 0.061
C -1.166 -5.717 -1.885
C -3.329 -5.081 -1.060
C -2.497 -6.027 -1.647
C -0.293 1.212 2.185
C -0.742 2.027 3.225
C -1.218 0.321 1.520
C -0.924 -2.192 -0.574
C -0.668 -4.468 -1.538
C -1.495 -3.524 -0.941
C 1.104 1.080 1.912
C 1.980 1.806 2.760
C -2.832 -3.836 -0.708
C 0.134 2.752 4.007
C 1.506 2.623 3.759
H -2.101 -0.029 2.048
H 2.213 3.182 4.364
H -2.889 -6.999 -1.924
H -4.373 -5.314 -0.882
H -1.810 2.087 3.408
H -0.513 -6.446 -2.351
H 0.361 -4.194 -1.726
H -0.230 3.401 4.793
H 3.041 1.715 2.563
H -3.464 -3.085 -0.255
*
```

Atom-resolved charges from natural (NBO), all expressed in e: Sb 1.3823; Rh 0.8589; S -0.9117; S -0.6007; S -0.6426; S -0.9053; O -0.7166; O -0.7279; N -0.1567; N -0.4477; C -0.2331; C -0.2354; C -0.2309; C -0.1623; C -0.1619; C 0.1122; C 0.5470; C -0.1931; C -0.0173; C 0.4074; C -0.3030; C -0.1878; C -0.3189; C -0.1875; H 0.1904; H 0.1886; H 0.1930; H 0.1969; H 0.1939; H 0.1968; H 0.2384; H 0.1918; H 0.2069; H 0.2359

=====

# 3
Density functional theory data (ωB97M-V/def2-TZVPD) for a structure of composition C14H10N2O8RuS2.

For the lowest unoccupied orbital energy (alpha / beta), the calculation gives 2.2 / 2.1 eV. The value obtained for the molar mass is 499.4 g mol⁻¹. The orbital gap (alpha / beta) comes out at 7.25 / 7.45 eV. For the energy relative to the best compared isomer or geometry (same formula, charge and spin), the calculation gives 74.85 kJ/mol. Its max |F| is 2.87 eV/Å. As for the total energy: -58289.515 eV.

Structure (ORCA input):
```
! RIJCOSX wB97M-V def2-TZVPD def2/J DEFGRID3
* xyz -1 2
Ru 0.731 0.651 1.936
S 2.898 0.797 1.288
S 4.014 -0.920 -0.891
O -1.231 -4.144 -1.126
O -1.040 2.918 -0.953
O -0.959 -3.271 0.816
O 2.602 1.276 -1.225
O -2.903 0.533 -4.656
O -2.829 -1.615 -4.752
O -0.212 -0.755 0.805
O -0.423 1.916 0.918
N -1.130 -3.178 -0.382
N -2.635 -0.555 -4.178
C -1.274 -1.846 -0.983
C 3.155 0.385 -0.409
C -0.829 1.898 -0.322
C -0.840 -0.662 -0.300
C -0.233 -0.688 3.783
C -2.051 -0.594 -2.845
C -0.134 1.578 4.019
C 1.117 -0.341 3.942
C 2.898 1.204 -2.619
C -1.841 -1.813 -2.236
C -1.126 0.568 -0.954
C 1.180 1.088 4.097
C -0.998 0.486 3.818
C -1.708 0.587 -2.200
H 2.558 0.258 -3.038
H -0.418 2.613 4.118
H -0.605 -1.692 3.654
H 1.948 -1.023 4.030
H 2.366 2.039 -3.066
H -2.071 0.542 3.726
H 3.972 1.292 -2.777
H -2.123 -2.734 -2.724
H 2.057 1.659 4.358
H -1.882 1.544 -2.671
*
```

Atom-resolved charges from natural (NBO), all expressed in e: Ru 0.8333; S -0.0513; S -0.1421; O -0.4217; O -0.6400; O -0.3679; O -0.4981; O -0.4016; O -0.4113; O -0.6631; O -0.7126; N 0.5367; N 0.5382; C -0.1051; C 0.0466; C 0.7945; C 0.5106; C -0.1987; C -0.0789; C -0.2294; C -0.3267; C -0.2627; C -0.1214; C -0.2894; C -0.3187; C -0.2769; C -0.0911; H 0.1999; H 0.2407; H 0.2488; H 0.2502; H 0.1994; H 0.2355; H 0.1899; H 0.2701; H 0.2454; H 0.2689

=====

# 4
Density functional theory data (ωB97M-V/def2-TZVPD) for a cluster of 3 separate species, C14H10NO9 in total.

For the lowest unoccupied orbital energy, the calculation gives 0.7 eV. The value obtained for the molar mass is 336.2 g mol⁻¹. The orbital gap comes out at 6.45 eV. Its max |F| is 1.10 eV/Å. As for the total energy: -34596.542 eV.

Structure (ORCA input):
```
! RIJCOSX wB97M-V def2-TZVPD def2/J DEFGRID3
* xyz -1 1
O -0.441 3.335 3.236
O 3.605 0.928 5.654
O -0.420 3.071 0.430
O -2.285 0.386 -0.185
O -3.217 0.981 -2.156
O -0.345 0.315 1.016
O 0.749 -1.758 -6.058
O -1.074 0.277 -2.118
O -1.337 -5.068 -2.487
N -1.545 2.274 0.833
C -0.171 -4.804 -4.505
C 1.751 2.511 3.073
C 2.768 1.905 3.679
C 2.677 1.475 5.094
C 1.402 1.738 5.811
C 0.263 -2.497 -5.227
C -0.952 -2.822 -3.123
C 0.352 -3.974 -5.401
C -0.431 -1.987 -4.020
C -1.287 0.903 0.542
C 0.382 2.342 5.208
C 0.480 2.786 3.792
C -0.866 -4.290 -3.292
C -2.175 0.576 -1.689
H 1.780 2.822 2.036
H -0.608 3.917 0.858
H 1.359 1.407 6.841
H -0.121 -5.881 -4.606
H -0.558 2.543 5.706
H -1.454 -2.455 -2.236
H 3.702 1.690 3.176
H -2.347 2.586 0.294
H 0.862 -4.320 -6.292
H -0.496 -0.913 -3.885
*
```

Atom-resolved charges from natural (NBO), all expressed in e: O -0.4798; O -0.5143; O -0.5740; O -0.6342; O -0.7110; O -0.6021; O -0.5075; O -0.7446; O -0.5118; N -0.3879; C -0.2395; C -0.2041; C -0.2426; C 0.4836; C -0.2452; C 0.4797; C -0.2395; C -0.2350; C -0.2284; C 0.8899; C -0.2100; C 0.4762; C 0.4909; C 0.9605; H 0.2514; H 0.4654; H 0.2236; H 0.2184; H 0.2246; H 0.2578; H 0.2270; H 0.3580; H 0.2181; H 0.2863

=====

# 5
Density functional theory data (ωB97M-V/def2-TZVPD) for the molecule C14H10O6.

Its SMILES is O=C(O)C(=Cc1cc(O)c2ccccc2c1O)C(=O)O. For the lowest unoccupied orbital energy, the calculation gives -0.4 eV. The value obtained for the molar mass is 274.2 g mol⁻¹. The orbital gap comes out at 7.36 eV. For the energy relative to the best compared isomer or geometry (same formula, charge and spin), the calculation gives 0.00 kJ/mol. Its max |F| is 4.04 eV/Å. As for the total energy: -26965.117 eV.

Structure (ORCA input):
```
! RIJCOSX wB97M-V def2-TZVPD def2/J DEFGRID3
* xyz 0 1
O 1.017 3.338 -0.401
O 2.948 3.048 -3.377
O 2.148 -1.094 0.619
O -0.006 3.758 -2.320
O 2.493 0.979 -4.076
O -3.169 0.460 0.200
C -0.904 0.529 -0.479
C 0.814 -0.731 0.584
C -0.151 -1.339 1.421
C -1.507 -0.926 1.371
C 0.204 -2.435 2.226
C 2.343 2.014 -3.215
C 1.358 0.618 -1.472
C 0.836 3.054 -1.559
C -0.755 -3.099 3.018
C -2.461 -1.666 2.135
C -2.068 -2.684 2.992
C -1.866 0.065 0.423
C 1.453 1.858 -2.082
C 0.427 0.154 -0.422
H 2.008 -0.147 -1.872
H -1.235 1.189 -1.233
H -3.505 -1.391 2.119
H 2.380 -1.397 1.517
H 3.164 1.262 -4.726
H -0.423 -3.963 3.611
H -0.260 4.508 -1.740
H -3.748 0.043 0.843
H -2.769 -3.230 3.632
H 1.236 -2.776 2.260
*
```

Atom-resolved charges from natural (NBO), all expressed in e: O -0.5701; O -0.5820; O -0.6815; O -0.6586; O -0.6766; O -0.6622; C -0.2230; C 0.3995; C -0.1576; C -0.0273; C -0.1697; C 0.7637; C -0.0161; C 0.7661; C -0.2128; C -0.2007; C -0.2130; C 0.2904; C -0.2734; C -0.1544; H 0.2290; H 0.2251; H 0.1945; H 0.4850; H 0.5017; H 0.2210; H 0.5025; H 0.4784; H 0.2218; H 0.2005

=====

# 6
Density functional theory data (ωB97M-V/def2-TZVPD) for a structure of composition C14H11AlBr2N2O5.

For the lowest unoccupied orbital energy, the calculation gives -7.5 eV. The value obtained for the molar mass is 474.0 g mol⁻¹. The orbital gap comes out at 8.62 eV. Its max |F| is 1.20 eV/Å. As for the total energy: -174586.241 eV.

Structure (ORCA input):
```
! RIJCOSX wB97M-V def2-TZVPD def2/J DEFGRID3
* xyz 2 1
Br -3.645 4.918 0.116
Br -0.800 0.188 -5.751
Al 0.024 -0.439 0.617
O 1.944 -1.503 0.731
O -0.557 -2.006 0.768
O -0.357 -4.230 0.901
O 2.137 -0.119 3.938
O 0.722 0.148 2.230
N -1.315 0.922 0.575
N 0.350 0.015 -1.246
C -2.752 3.277 0.288
C -0.620 0.853 -1.680
C -2.054 1.393 1.587
C -0.291 0.158 -3.953
C 1.035 -0.698 -2.155
C 0.744 -0.667 -3.499
C -2.782 2.557 1.490
C -2.045 2.735 -0.793
C -0.958 0.954 -3.015
C -1.350 1.554 -0.617
C 1.650 -2.913 0.708
C 0.123 -3.155 0.806
C 1.786 -0.267 2.727
C 2.715 -1.031 1.814
H 1.526 0.340 4.555
H 2.131 -3.454 1.525
H 3.228 -1.826 2.367
H -2.050 0.792 2.486
H -3.360 2.909 2.327
H 1.294 -1.284 -4.191
H 3.476 -0.332 1.431
H 1.835 -1.316 -1.776
H -2.028 3.257 -1.736
H 2.006 -3.328 -0.242
H -1.763 1.596 -3.334
*
```

Atom-resolved charges from natural (NBO), all expressed in e: Br 0.2401; Br 0.2475; Al 2.0269; O -0.5670; O -0.9226; O -0.4793; O -0.5643; O -0.7255; N -0.6482; N -0.6414; C 0.0012; C 0.2013; C 0.1196; C 0.0002; C 0.1135; C -0.2495; C -0.2509; C -0.2320; C -0.2275; C 0.2040; C -0.2058; C 0.7693; C 0.8672; C -0.1837; H 0.5521; H 0.2412; H 0.2622; H 0.2356; H 0.2745; H 0.2744; H 0.2669; H 0.2301; H 0.2636; H 0.2431; H 0.2630